Molecular formula: C2H5NO
Method: DFT, ωB97M-V/def2-TZVPD

Atoms and positions in Å:
C: -0.09 -0.91 0.85
C: -0.17 0.96 -0.54
N: 0.38 -0.37 -0.22
O: 1.24 -0.83 -0.99
H: 0.38 -2.27 1.29
H: -0.84 -0.47 1.47
H: 0.20 1.25 -1.52
H: -1.26 0.94 -0.55
H: 0.16 1.69 0.20

Summary:
Highest occupied orbital energy (Ha): -0.3275
Relative energy (zero: lowest compared OMol25 entry of this formula, charge and spin) (kJ/mol): 462.2
Strongest force on any atom (eV/A): 6.167
Spin multiplicity: 1


Molecular formula: C48H41F9GeN4O8Ti
Method: DFT, ωB97M-V/def2-TZVPD

Atoms and positions in Å:
Ti: 0.04 -0.54 0.44
C: -1.47 3.10 0.79
C: -0.55 2.63 -0.27
N: -0.04 1.43 -0.37
C: 0.76 1.40 -1.51
C: 0.68 2.66 -2.14
N: -0.15 3.41 -1.30
C: 1.19 3.20 -3.37
O: 1.88 2.35 -4.16
O: 0.98 4.37 -3.69
C: 1.37 0.15 -1.86
O: 2.06 0.00 -2.88
O: 1.09 -0.82 -1.02
H: -1.72 2.26 1.44
H: -2.38 3.51 0.37
H: -0.99 3.87 1.40
H: -0.32 4.39 -1.46
H: 1.99 1.45 -3.74
O: -1.53 -0.08 -1.99
C: -2.77 0.28 -1.42
C: -2.94 -0.45 -0.11
C: -4.15 -1.03 0.19
C: -4.40 -1.52 1.47
C: -3.41 -1.29 2.44
C: -2.22 -0.73 2.08
N: -1.90 -0.38 0.79
H: -1.35 0.45 -2.78
H: -3.60 0.02 -2.09
H: -2.79 1.36 -1.22
H: -4.91 -1.10 -0.58
H: -5.32 -2.02 1.71
H: -3.58 -1.56 3.47
H: -1.47 -0.48 2.82
C: 2.43 8.19 -1.04
C: 2.11 7.59 0.30
C: 1.72 8.41 1.35
C: 1.38 7.85 2.58
C: 1.47 6.49 2.77
C: 1.88 5.65 1.73
N: 1.91 4.29 1.99
C: 2.76 3.34 1.50
C: 4.04 3.67 1.04
C: 4.85 2.71 0.46
C: 4.40 1.41 0.32
C: 3.17 1.05 0.84
C: 2.35 1.98 1.47
C: 1.10 1.54 2.14
O: 0.51 2.26 2.95
O: 0.68 0.34 1.88
C: 2.15 6.20 0.46
C: 2.42 5.34 -0.74
H: 2.47 9.28 -0.98
H: 1.67 7.92 -1.77
H: 3.38 7.83 -1.42
H: 1.67 9.48 1.21
H: 1.04 8.49 3.38
H: 1.23 6.05 3.72
H: 1.21 3.90 2.61
H: 4.38 4.69 1.14
H: 5.83 3.00 0.10
H: 5.01 0.67 -0.19
H: 2.84 0.02 0.78
H: 3.48 5.32 -0.98
H: 1.90 5.72 -1.61
H: 2.10 4.32 -0.56
C: -0.41 -2.29 -3.57
Ge: -0.75 -2.68 -1.59
C: 0.47 -4.31 -1.62
C: 0.02 -5.62 -1.58
C: 0.89 -6.68 -1.80
C: 2.23 -6.42 -2.03
C: 2.69 -5.12 -2.07
C: 1.81 -4.07 -1.87
C: -2.73 -3.32 -1.62
C: -3.50 -3.04 -2.73
C: -4.86 -3.37 -2.79
C: -5.47 -3.99 -1.73
C: -4.74 -4.27 -0.56
C: -5.35 -4.85 0.57
C: -4.64 -5.08 1.71
C: -3.29 -4.73 1.78
C: -2.67 -4.15 0.70
C: -3.36 -3.92 -0.50
H: -0.56 -3.22 -4.11
H: 0.62 -1.99 -3.69
H: -1.05 -1.53 -4.01
H: -1.03 -5.82 -1.40
H: 0.53 -7.70 -1.79
H: 2.93 -7.24 -2.18
H: 3.74 -4.92 -2.24
H: 2.16 -3.05 -1.90
H: -3.05 -2.57 -3.59
H: -5.43 -3.14 -3.69
H: -6.52 -4.25 -1.77
H: -6.41 -5.10 0.51
H: -5.12 -5.52 2.58
H: -2.74 -4.91 2.69
H: -1.64 -3.84 0.75
F: -0.01 -4.96 2.03
C: 0.52 -4.14 2.92
F: 1.50 -4.82 3.53
F: -0.42 -3.90 3.84
C: 1.03 -2.82 2.26
O: 0.14 -2.29 1.43
C: 1.44 -1.88 3.45
F: 0.39 -1.20 3.91
F: 1.93 -2.56 4.50
F: 2.39 -1.01 3.11
C: 2.35 -3.17 1.51
F: 3.44 -3.22 2.29
F: 2.29 -4.36 0.91
F: 2.59 -2.25 0.57

Summary:
Charge: -1
Highest occupied orbital energy (spin up / spin down) (Ha): -0.1157 / -0.1184
Relative energy (zero: lowest compared OMol25 entry of this formula, charge and spin) (kJ/mol): 360.8
<S²>: 0.760
Strongest force on any atom (eV/A): 4.863
Spin multiplicity: 2


Molecular formula: C4H7NO
Method: DFT, ωB97M-V/def2-TZVPD

Atoms and positions in Å:
C: 1.46 0.04 -0.66
N: 0.05 0.37 -0.60
C: -0.85 -0.79 -0.45
C: -1.33 -0.21 0.88
O: -2.09 -0.56 1.74
C: -0.37 0.96 0.69
H: 2.05 0.96 -0.67
H: 1.80 -0.59 0.18
H: 1.68 -0.50 -1.59
H: -1.62 -0.86 -1.23
H: -0.35 -1.77 -0.35
H: 0.41 1.03 1.45
H: -0.86 1.94 0.59

Summary:
Highest occupied orbital energy (Ha): -0.3386
SMILES string: CN1CC(=O)C1
Relative energy (zero: lowest compared OMol25 entry of this formula, charge and spin) (kJ/mol): 193.0
Strongest force on any atom (eV/A): 0.638
Spin multiplicity: 1


Molecular formula: CCl6P
Method: DFT, ωB97M-V/def2-TZVPD

Atoms and positions in Å:
C: 0.16 1.92 -0.77
P: -0.36 -2.37 0.77
Cl: -0.08 0.38 -1.43
Cl: -1.01 2.52 0.23
Cl: 1.57 2.76 -1.17
Cl: 0.18 -4.15 -0.02
Cl: 1.24 -1.91 1.93
Cl: -1.81 -2.66 2.10

Summary:
Charge: +1
Highest occupied orbital energy (Ha): -0.4663
Relative energy (zero: lowest compared OMol25 entry of this formula, charge and spin) (kJ/mol): 153.0
Strongest force on any atom (eV/A): 1.564
Spin multiplicity: 1


Molecular formula: C11H12NO2
Method: DFT, ωB97M-V/def2-TZVPD

Atoms and positions in Å:
C: 2.17 -0.56 -2.79
C: 3.15 -0.63 -1.62
O: 2.92 -0.03 -0.55
O: 4.27 -1.12 -1.94
H: 1.94 -1.57 -2.85
H: 2.92 -0.41 -3.66
H: 1.16 -0.28 -2.72
C: -1.05 0.25 3.79
C: 0.59 0.36 1.81
C: -0.85 0.37 0.04
C: -0.76 0.39 2.33
C: -1.67 0.32 1.21
C: -1.32 0.03 -1.36
C: -2.69 0.15 -1.47
C: -2.97 0.24 0.88
C: -3.55 0.14 -0.41
N: 0.45 0.40 0.49
H: 1.28 0.44 -0.17
H: 1.61 0.56 2.22
H: -0.67 0.02 -2.07
H: -1.74 -0.48 4.09
H: -1.61 1.21 4.12
H: -3.13 0.20 -2.56
H: -3.78 0.24 1.57
H: -4.62 0.01 -0.58
H: -0.28 0.16 4.66

Summary:
Charge: -1
Highest occupied orbital energy (Ha): -0.1687
Relative energy (zero: lowest compared OMol25 entry of this formula, charge and spin) (kJ/mol): 306.0
Strongest force on any atom (eV/A): 9.109
Spin multiplicity: 1


Molecular formula: C4H8N2O3S
Method: DFT, ωB97M-V/def2-TZVPD

Atoms and positions in Å:
C: 1.36 -1.67 -0.71
O: 0.34 -1.66 0.34
C: -0.45 -0.59 0.43
C: -1.44 -0.59 1.50
N: -2.70 -0.68 1.41
S: -3.20 -0.49 -0.37
N: -1.82 -1.04 -1.01
O: -3.26 0.94 -0.43
O: 0.21 0.60 0.04
C: -0.44 1.76 0.53
H: 2.15 -2.28 -0.41
H: 1.65 -0.56 -0.95
H: 0.81 -2.08 -1.51
H: -0.90 -0.87 2.49
H: -1.50 -0.51 -1.87
H: -1.02 2.26 -0.29
H: 0.33 2.50 1.01
H: -1.14 1.47 1.24

Summary:
Highest occupied orbital energy (Ha): -0.3306
SMILES string: COC(=CN=S(=N)=O)OC
Relative energy (zero: lowest compared OMol25 entry of this formula, charge and spin) (kJ/mol): 398.3
Strongest force on any atom (eV/A): 5.356
Spin multiplicity: 1


Molecular formula: C13H17N3O4S
Method: DFT, ωB97M-V/def2-TZVPD

Atoms and positions in Å:
C: 3.20 3.41 -0.08
O: 3.13 2.02 -0.33
C: 2.23 1.35 0.39
O: 1.54 1.86 1.25
C: 2.20 -0.07 0.07
S: 3.44 -0.83 -0.85
C: 2.67 -2.35 -0.65
C: 1.51 -2.30 0.08
C: 0.73 -3.51 0.46
C: 1.22 -0.97 0.47
N: 0.13 -0.50 1.20
C: -1.18 -0.81 1.00
O: -1.58 -1.74 0.33
C: -2.12 0.15 1.71
C: -2.80 1.09 0.67
N: -4.21 0.77 0.57
C: -4.43 -0.37 -0.30
C: -3.99 -0.06 -1.73
N: -2.66 0.50 -1.71
C: -2.03 1.03 -0.65
O: -0.88 1.45 -0.74
H: 2.22 3.87 -0.21
H: 3.91 3.82 -0.80
H: 3.55 3.60 0.94
H: 3.13 -3.23 -1.06
H: 1.20 -4.40 0.05
H: 0.70 -3.60 1.55
H: -0.29 -3.43 0.11
H: 0.31 0.45 1.54
H: -1.58 0.73 2.45
H: -2.92 -0.42 2.20
H: -2.71 2.12 1.04
H: -4.73 1.57 0.22
H: -3.83 -1.21 0.08
H: -5.48 -0.65 -0.27
H: -4.69 0.66 -2.19
H: -3.99 -0.97 -2.34
H: -2.12 0.46 -2.56

Summary:
Highest occupied orbital energy (Ha): -0.3082
SMILES string: COC(=O)c1scc(C)c1NC(=O)C[C@@H]1NCCNC1=O
Relative energy (zero: lowest compared OMol25 entry of this formula, charge and spin) (kJ/mol): 10.0
Strongest force on any atom (eV/A): 0.806
Spin multiplicity: 1


Molecular formula: C18H25N3O2S2
Method: DFT, ωB97M-V/def2-TZVPD

Atoms and positions in Å:
C: -4.22 -2.78 2.28
C: -3.44 -2.22 3.37
C: -3.80 -1.74 4.43
C: -2.70 -1.18 5.41
S: -1.19 -1.17 4.48
C: -2.14 -2.03 3.13
C: -1.25 -2.11 1.99
N: -1.66 -2.43 0.89
C: -0.36 -2.52 0.04
C: -0.55 -2.79 -1.31
S: -0.40 -1.48 -2.48
C: -1.75 -0.45 -1.45
C: -1.17 0.30 -0.39
O: -2.00 0.28 0.61
N: -0.01 0.83 -0.70
C: 0.48 1.89 0.21
C: 2.15 1.89 -0.16
N: 1.87 2.26 -1.72
C: 3.38 2.01 -2.06
C: 3.21 2.55 -3.59
C: 2.38 3.86 -3.31
C: 1.67 3.67 -1.90
C: 0.80 -2.01 0.80
C: 1.95 -1.73 0.32
O: 0.01 -1.70 1.90
H: -3.68 -3.12 1.62
H: -5.04 -3.48 2.58
H: -4.78 -1.91 1.69
H: -4.87 -1.93 5.05
H: -2.83 -0.93 6.49
H: -1.39 -3.64 -1.67
H: 0.31 -3.42 -1.76
H: -2.14 0.09 -2.18
H: -2.33 -1.31 -1.33
H: 0.44 0.77 -1.73
H: 0.59 1.32 1.16
H: 0.03 2.68 0.17
H: 2.65 2.63 0.53
H: 2.54 1.03 0.04
H: 4.25 2.72 -1.38
H: 3.54 1.07 -2.14
H: 2.90 1.96 -4.13
H: 4.31 2.85 -3.88
H: 1.74 4.25 -4.11
H: 3.09 4.71 -3.04
H: 1.85 4.38 -1.16
H: 0.53 3.34 -2.28
H: 2.43 -1.15 1.22
H: 2.08 -1.43 -0.74
H: 2.51 -2.69 0.20

Summary:
Highest occupied orbital energy (Ha): -0.2686
SMILES string: Cc1ccsc1-c1nc(CSCC(=O)NCCN2CCCC2)c(C)o1
Relative energy (zero: lowest compared OMol25 entry of this formula, charge and spin) (kJ/mol): 1864.9
Strongest force on any atom (eV/A): 19.460
Spin multiplicity: 1


Molecular formula: C11H21NO4S
Method: DFT, ωB97M-V/def2-TZVPD

Atoms and positions in Å:
C: 4.64 0.12 1.35
C: 3.71 -0.53 0.35
O: 3.50 -1.72 0.37
N: 3.17 0.34 -0.61
C: 2.66 -0.31 -1.82
C: 2.27 1.36 -0.06
C: 1.01 0.81 0.64
C: -0.29 1.14 -0.10
C: -1.53 1.12 0.80
C: -2.03 -0.29 1.22
C: -3.53 -0.47 1.01
C: -4.08 -0.58 -0.44
C: -3.10 -0.38 -1.59
O: -2.07 -1.37 -1.69
S: -1.85 -2.37 -0.42
O: -0.74 -3.19 -0.82
O: -1.20 -1.32 0.63
H: 4.44 -0.27 2.34
H: 4.59 1.20 1.34
H: 5.65 -0.20 1.08
H: 1.61 -0.08 -2.00
H: 3.23 0.03 -2.69
H: 2.75 -1.39 -1.74
H: 1.97 2.00 -0.89
H: 2.85 1.98 0.62
H: 0.94 1.23 1.65
H: 1.10 -0.27 0.76
H: -0.20 2.16 -0.50
H: -0.42 0.47 -0.95
H: -2.35 1.65 0.31
H: -1.29 1.67 1.71
H: -1.86 -0.39 2.29
H: -3.98 0.39 1.50
H: -3.86 -1.34 1.57
H: -4.58 -1.54 -0.56
H: -4.86 0.17 -0.58
H: -2.63 0.59 -1.53
H: -3.65 -0.42 -2.53

Summary:
Highest occupied orbital energy (Ha): -0.3267
Strongest force on any atom (eV/A): 0.558
Spin multiplicity: 1


Molecular formula: C4H6N2O
Method: DFT, ωB97M-V/def2-TZVPD

Atoms and positions in Å:
H: 1.87 -1.40 0.65
N: 1.01 -1.38 1.18
C: 0.34 -0.60 0.46
C: 0.77 0.07 -0.85
C: -0.25 1.21 -0.90
O: -1.40 0.77 -0.16
C: -1.06 -0.18 0.75
N: -1.87 -0.59 1.63
H: -1.42 -1.32 2.18
H: 0.65 -0.61 -1.70
H: 1.80 0.45 -0.90
H: -0.60 1.46 -1.91
H: 0.16 2.12 -0.44

Summary:
Highest occupied orbital energy (Ha): -0.3727
SMILES string: [H]/N=C1\CCO\C1=N\[H]
Relative energy (zero: lowest compared OMol25 entry of this formula, charge and spin) (kJ/mol): 139.1
Strongest force on any atom (eV/A): 1.309
Spin multiplicity: 1


Molecular formula: C28H78N6O8
Method: DFT, ωB97M-V/def2-TZVPD

Atoms and positions in Å:
C: 0.25 0.77 4.49
O: -0.91 0.01 4.23
C: -1.79 -0.14 5.33
C: -2.80 -1.26 5.02
C: -3.81 -0.89 3.96
N: -3.49 -1.58 6.27
H: 0.80 0.91 3.57
H: 0.94 0.31 5.21
H: -0.02 1.73 4.94
H: -1.23 -0.43 6.22
H: -2.37 0.76 5.56
H: -2.22 -2.15 4.74
H: -4.63 -1.62 3.99
H: -3.42 -0.75 2.96
H: -4.38 -0.02 4.32
H: -4.13 -2.35 6.07
H: -2.87 -1.97 6.97
C: 3.43 3.54 -4.25
O: 3.35 2.86 -5.49
C: 2.39 1.84 -5.41
C: 2.09 1.30 -6.81
C: 1.66 2.42 -7.76
N: 1.09 0.22 -6.79
H: 2.47 3.99 -3.98
H: 4.12 4.38 -4.32
H: 3.73 2.91 -3.42
H: 2.60 0.93 -4.84
H: 1.45 2.26 -5.04
H: 2.97 0.88 -7.29
H: 1.43 2.09 -8.78
H: 2.43 3.19 -7.89
H: 0.77 2.90 -7.34
H: 0.88 -0.06 -7.73
H: 0.25 0.57 -6.34
C: 0.22 -0.16 -2.71
O: 0.18 -0.52 -1.35
C: -0.74 0.25 -0.64
C: -0.90 -0.31 0.77
C: -1.50 -1.71 0.79
N: -1.68 0.55 1.65
H: 0.49 0.89 -2.91
H: -0.68 -0.37 -3.28
H: 1.07 -0.67 -3.17
H: -0.42 1.28 -0.43
H: -1.74 0.28 -1.09
H: 0.13 -0.42 1.14
H: -0.80 -2.40 0.30
H: -2.43 -1.78 0.23
H: -1.72 -2.01 1.81
H: -1.55 0.24 2.63
H: -1.27 1.48 1.62
C: 2.91 -5.91 -4.53
O: 1.68 -5.29 -4.19
C: 1.84 -4.02 -3.58
C: 2.22 -4.07 -2.10
C: 1.15 -4.79 -1.32
N: 2.45 -2.73 -1.56
H: 3.36 -6.30 -3.61
H: 3.60 -5.21 -5.01
H: 2.67 -6.74 -5.18
H: 2.52 -3.40 -4.18
H: 0.88 -3.50 -3.65
H: 3.13 -4.67 -1.98
H: 0.97 -5.81 -1.68
H: 0.17 -4.31 -1.43
H: 1.45 -4.82 -0.27
H: 1.66 -2.16 -1.86
H: 3.20 -2.25 -2.05
C: 6.78 0.58 -0.82
O: 5.38 0.60 -1.10
C: 4.69 1.45 -0.19
C: 3.19 1.15 -0.21
C: 2.46 2.07 0.79
N: 3.02 -0.21 0.24
H: 7.21 1.57 -1.00
H: 7.16 -0.13 -1.55
H: 6.94 0.18 0.18
H: 5.09 1.33 0.82
H: 4.90 2.49 -0.47
H: 2.84 1.30 -1.24
H: 3.01 2.07 1.73
H: 1.41 1.84 0.96
H: 2.53 3.06 0.32
H: 2.14 -0.62 -0.05
H: 3.72 -0.79 -0.23
C: 0.36 4.54 2.22
O: -0.84 4.30 2.91
C: -1.95 4.99 2.38
C: -3.27 4.66 3.05
C: -3.66 3.20 2.81
N: -4.27 5.54 2.46
H: 0.31 4.39 1.13
H: 1.05 3.75 2.52
H: 0.77 5.50 2.53
H: -1.72 6.07 2.31
H: -2.04 4.73 1.32
H: -3.19 4.84 4.13
H: -4.11 3.16 1.82
H: -4.36 2.84 3.57
H: -2.79 2.55 2.89
H: -4.03 6.52 2.53
H: -5.16 5.33 2.88
C: -1.04 -4.28 3.55
C: -1.04 -4.98 4.90
O: -1.67 -6.25 4.91
H: -0.41 -3.39 3.52
H: -2.06 -3.98 3.31
H: -0.68 -4.98 2.80
H: -1.57 -4.33 5.60
H: 0.00 -5.11 5.21
H: -2.30 -6.32 5.62
C: -5.94 0.37 -1.58
C: -4.74 0.03 -0.72
O: -4.27 1.19 -0.06
H: -6.24 -0.52 -2.15
H: -5.74 1.11 -2.36
H: -6.86 0.62 -1.04
H: -3.97 -0.37 -1.39
H: -4.99 -0.74 0.01
H: -3.65 0.85 0.61

Summary:
Highest occupied orbital energy (Ha): -0.3272
SMILES string: COC[C@H](C)N.COC[C@H](C)N.COC[C@H](C)N.COC[C@H](C)N.COC[C@H](C)N.COC[C@H](C)N.CCO.CCO
Relative energy (zero: lowest compared OMol25 entry of this formula, charge and spin) (kJ/mol): 118.9
Strongest force on any atom (eV/A): 2.057
Spin multiplicity: 1


Molecular formula: C3H4NP
Method: DFT, ωB97M-V/def2-TZVPD

Atoms and positions in Å:
C: 2.19 0.32 0.02
N: 0.59 0.17 0.01
C: -0.63 -0.05 0.00
C: -1.95 -0.39 0.01
P: -3.52 0.09 -0.09
H: 2.50 0.04 -0.98
H: 2.35 1.37 0.23
H: 2.56 -0.34 0.79
H: -4.09 -1.22 0.00

Summary:
Highest occupied orbital energy (Ha): -0.2750
SMILES string: CN=C=C=P
Relative energy (zero: lowest compared OMol25 entry of this formula, charge and spin) (kJ/mol): 282.2
Strongest force on any atom (eV/A): 3.914
Spin multiplicity: 1


| no. | DFT total energy (Ha) |
| --- | --- |
| 1 | -209.0463 |
| 2 | -6500.1765 |
| 3 | -286.5581 |
| 4 | -3140.3283 |
| 5 | -631.5812 |
| 6 | -890.4762 |
| 7 | -1369.0460 |
| 8 | -1811.3718 |
| 9 | -1185.6016 |
| 10 | -340.7419 |
| 11 | -2043.9111 |
| 12 | -512.6684 |